(1)
A molecular structure, C29H52IrP2Si in a non-equilibrium geometry. Source: the Open Molecules 2025 dataset; level of theory: ωB97M-V/def2-TZVPD.

XYZ file:
```
85
Properties=species:S:1:pos:R:3
Si 4.844 4.132 -0.048
H 2.067 2.800 -2.866
H 0.471 2.047 0.968
H 1.539 -1.687 -0.968
H 4.111 -1.309 -1.321
P -3.378 -3.084 1.745
H 0.330 -1.997 1.254
H 2.642 5.116 0.196
C 3.399 -1.310 -2.167
H 2.108 1.141 -5.331
H -0.727 -1.578 4.952
C -2.446 0.949 1.804
C -3.797 -2.632 -0.947
H -5.695 -2.944 1.289
H 3.347 -0.454 -4.206
H -4.503 1.555 3.515
H 5.001 1.063 -1.146
C 2.406 1.833 -3.269
H -2.915 -1.036 -3.268
C -2.608 -0.480 -2.364
H 3.884 6.384 0.412
H 6.055 6.058 -1.101
H 0.290 0.105 -1.970
C 1.571 1.240 -4.378
C -5.118 -2.725 2.196
H 6.918 3.463 1.145
H -3.645 -4.843 3.404
H -4.354 1.389 1.087
H -2.540 -4.171 -0.086
C -1.346 -2.804 -2.169
C -3.548 -3.772 0.029
C 3.889 2.931 -1.152
C -0.131 1.222 0.547
H -5.237 -1.669 2.484
H -4.034 -2.955 -1.969
H 3.524 5.260 1.744
H -4.631 -1.991 -0.586
C 4.201 1.711 -1.594
Ir -2.299 -1.286 1.190
H -0.688 1.651 -0.292
H 3.495 -2.309 -2.636
H 1.329 -0.981 2.297
H 5.648 2.248 1.407
H 0.336 -2.310 2.996
C -0.713 -0.507 2.411
C 3.461 1.166 -2.761
H -2.205 -3.849 3.743
H -3.321 2.814 1.037
H -2.181 -2.434 4.474
H -0.319 -2.469 -2.375
C 3.827 -0.255 -3.232
C -4.084 0.583 3.811
H 1.399 -0.951 -4.652
C 1.107 -0.376 -2.561
H 5.794 4.700 -2.230
H -1.701 0.087 -2.638
H 4.921 -0.301 -3.386
C -1.067 0.600 1.531
H 0.739 1.918 -4.574
H -2.150 -5.037 2.432
H -5.483 -3.378 3.007
H -4.265 -4.598 -0.058
C 6.075 4.965 -1.199
C -3.337 1.731 0.893
C 0.386 -1.506 2.243
H -4.888 -0.160 3.693
H 0.596 0.491 0.159
H -3.106 1.528 -0.159
H -3.839 0.619 4.875
H -2.385 -0.974 5.429
H -0.133 -0.116 -4.174
C -1.768 -1.434 4.639
C 0.965 -0.148 -4.020
C 3.614 5.345 0.652
C 5.839 3.325 1.326
C -1.785 -0.593 3.408
H -1.860 -2.836 -3.157
C -2.807 0.344 3.074
H 7.102 4.617 -1.010
P -2.237 -1.621 -0.966
C 1.960 -1.094 -1.801
H 5.614 3.781 2.300
H -1.319 -3.847 -1.826
H -3.415 0.221 -2.137
C -2.793 -4.322 2.952
```

As for the energy: -2211.9232 a.u. The multiplicity is 6. As for the net charge: +2. Its orbital gap (spin up / spin down) is 4.26 / 4.80 eV.

(2)
A molecular structure, C53H50OP2PdSi2 in a non-equilibrium geometry. Source: the Open Molecules 2025 dataset; level of theory: ωB97M-V/def2-TZVPD.

XYZ file:
```
109
Properties=species:S:1:pos:R:3
H 0.737 0.996 6.629
C -1.380 3.526 1.116
C 1.352 -0.567 5.823
H -1.843 -2.529 5.727
H 0.688 2.584 -3.486
H -4.168 3.309 -4.081
H 2.308 1.041 6.132
C 1.732 -3.824 4.130
H -0.658 -1.217 1.716
C 1.639 0.902 -6.903
C 1.529 -1.672 6.906
C 1.186 2.055 -4.414
C -1.858 5.373 -2.692
H 1.362 -0.642 2.050
H -7.446 -4.349 0.261
C -0.919 4.523 -2.184
C 1.188 -3.944 -1.660
C -1.780 -0.970 -4.506
H 1.920 2.763 1.285
H -4.703 -1.270 2.365
C 4.334 1.892 -1.144
H -4.960 1.949 -1.776
Si 0.649 -1.351 4.070
C -1.434 -1.523 2.428
H -4.947 -1.312 -3.238
H 1.574 -4.771 -3.830
H 1.966 -0.267 -1.349
C -3.049 4.854 -3.287
C 0.342 -1.627 -2.777
H 0.051 4.752 -1.739
C -3.049 -0.563 -3.834
C 1.906 2.177 -6.678
C 1.773 2.871 -5.471
C 1.427 -3.798 -3.024
C -4.595 0.832 -1.653
C 4.177 -4.527 4.048
C -1.579 4.164 2.307
H 4.246 3.950 -1.221
C -2.994 -2.439 -5.767
C 4.306 -3.272 3.463
C 0.670 0.785 -4.655
H 0.952 -2.854 6.490
H 1.611 4.144 3.283
H -3.485 -2.911 -6.544
H -2.570 4.835 2.311
C 3.774 0.510 -1.056
C 0.915 0.275 -5.829
C 0.690 3.897 2.890
H 0.358 -0.549 -6.009
C 1.112 -2.604 -3.590
P -0.501 -0.169 -3.528
C 0.467 -2.990 -0.920
C -2.065 -2.411 4.612
H -0.465 0.655 5.398
O 1.151 0.067 2.929
C -3.344 -2.676 4.084
C 0.107 0.308 6.245
H 4.736 -5.551 3.867
C -3.844 -1.870 2.881
H 1.310 -5.201 -1.169
C 1.616 1.789 -1.226
Si -3.001 0.807 -2.302
H 2.100 3.865 -5.149
C -2.296 2.621 -2.698
H -4.634 -0.065 -0.704
H 5.245 1.600 -0.679
H -0.617 4.566 4.214
C 2.605 0.105 5.621
H 1.186 -2.746 -4.604
H 3.584 -0.217 5.811
C -0.122 3.055 0.696
C -1.179 -1.820 3.714
C -3.203 3.445 -3.198
C 3.322 -2.483 3.156
H -3.906 -3.527 4.424
C -2.989 -1.308 1.943
H -3.676 5.864 -3.522
H 1.756 0.167 -7.651
H 5.663 -2.941 3.621
C 2.230 0.584 -1.345
H -0.947 -1.699 -6.133
H 2.021 3.982 -1.223
H 3.383 -1.644 2.561
C -1.839 -1.773 -5.625
H 2.522 2.725 -7.380
C 2.025 -2.624 3.655
C 0.876 3.232 1.580
H -7.047 -4.018 -0.460
P -0.072 1.932 -0.868
H 0.897 -1.390 7.803
H 2.487 -5.987 4.639
Pd -1.403 -0.061 -0.657
H -5.015 -2.903 -5.025
C -4.119 -2.441 -4.947
H 2.556 -1.972 6.885
H 0.407 -3.205 0.168
H -2.386 3.795 0.660
C 2.325 3.015 -1.408
H -0.900 -0.220 6.473
C -1.112 3.068 -2.096
C -4.052 -1.387 -3.970
C 2.802 -4.862 4.168
H 4.528 -0.393 -1.183
H 0.829 -4.168 4.188
H -1.370 6.183 -2.454
C 0.056 -1.950 -1.464
C -0.466 4.245 3.286
H 3.002 0.316 4.462
C 3.720 3.069 -1.187
```

As for the energy: -3513.2259 a.u. As for the net charge: -2. Its orbital gap is 4.92 eV.

(3)
3 unconnected molecules or ions with the total composition C3H2N2O3 in a non-equilibrium geometry. Source: the Open Molecules 2025 dataset; level of theory: ωB97M-V/def2-TZVPD.

XYZ file:
```
10
Properties=species:S:1:pos:R:3
O 2.421 -1.379 -0.538
H -1.354 0.077 2.031
O -2.997 -0.283 -0.849
C 2.844 -0.373 -0.128
N -0.494 0.578 0.282
C -0.864 -0.095 1.183
H -0.385 0.865 -1.550
C -2.741 -0.968 0.021
N 0.141 1.013 -0.659
O 3.429 0.565 0.207
```

As for the energy: -450.6503 a.u. Its orbital gap is 9.84 eV.

(4)
A single C2H3ClF2S molecule in a non-equilibrium geometry. Source: the Open Molecules 2025 dataset; level of theory: ωB97M-V/def2-TZVPD.

XYZ file:
```
9
Properties=species:S:1:pos:R:3
Cl -1.929 -1.388 -0.615
S 1.505 0.996 0.711
F -0.931 0.851 -1.212
H 1.867 1.573 -0.420
C -0.924 0.022 -0.144
H 1.060 -0.887 -0.553
C 0.463 -0.449 0.286
H 0.474 -1.262 1.067
F -1.585 0.544 0.881
```

As for the energy: -1136.1088 a.u. Its orbital gap is 10.48 eV.

(5)
14 unconnected molecules or ions with the total composition C37H108B4F19N9O12S in a non-equilibrium geometry. Source: the Open Molecules 2025 dataset; level of theory: ωB97M-V/def2-TZVPD.

XYZ file:
```
190
Properties=species:S:1:pos:R:3
O 1.751 -3.951 -2.744
H 8.324 -0.594 -0.428
H -4.048 11.646 1.024
H -0.794 7.596 -0.275
H 3.581 -7.531 -7.398
H 0.245 2.189 3.597
C -4.740 2.935 5.249
H -0.554 2.592 -2.923
B -3.071 5.058 0.445
H -4.780 4.079 5.249
F -0.298 -4.402 4.077
C -0.420 2.573 2.848
H -2.311 0.326 -2.585
H 3.583 5.217 -5.869
F 0.481 -6.218 5.234
H -2.804 3.221 -1.734
B -0.885 -1.305 0.836
H -4.928 2.940 -2.899
H 5.601 -7.086 -3.491
H -5.661 8.503 -0.040
H -10.678 -0.635 1.136
F 4.162 -2.553 -0.100
H 12.503 -0.807 2.327
H 1.725 -6.122 6.253
C 4.383 -6.852 -7.199
H 6.906 -1.304 0.030
H -7.615 -1.652 1.854
C -0.654 8.588 -0.705
H -8.292 -3.115 4.287
H -0.846 8.485 -1.793
C 1.640 -4.301 -0.374
H -6.093 1.704 -2.854
B 0.678 -5.364 4.080
H -0.048 2.345 1.897
O 4.457 -6.564 -5.755
C -5.279 9.491 0.205
N 7.704 -0.787 0.349
H -6.011 9.807 0.979
H 3.474 -5.724 -4.262
C -8.968 -2.210 4.149
H 1.658 7.216 -10.447
H -5.151 0.799 3.379
H -10.142 -2.816 0.554
H -5.792 2.637 5.292
O 3.411 -3.645 7.502
N 2.475 -5.993 6.987
C 4.223 -8.408 -2.488
F 0.281 -1.144 1.685
H -5.373 10.090 -0.743
N -4.208 0.947 3.724
C -2.528 2.853 3.869
C -3.801 9.534 0.676
H 1.115 -5.713 8.606
H -7.630 -1.595 -0.629
N 1.599 -3.602 0.955
H -9.160 -0.013 0.548
H 7.231 0.084 0.646
H 0.729 -3.060 1.063
C 2.094 -5.406 8.329
F 1.903 -4.753 4.218
H 9.682 -3.081 0.679
H 1.297 -6.123 0.497
C -2.877 9.452 -0.548
H 0.139 -3.438 -4.009
H -4.024 0.413 4.544
H 5.158 5.561 -6.714
C 9.169 -0.862 2.464
H 3.621 4.723 -11.126
H -2.518 3.844 3.467
H 1.799 -2.461 -1.293
H 8.830 0.204 2.512
C -4.059 2.441 3.976
H 4.416 -7.985 -1.492
O -5.178 1.181 0.894
C 2.541 4.666 -10.990
O -1.508 9.532 -0.119
H -4.479 2.923 3.068
H -2.704 1.609 -3.688
F -6.232 3.923 1.722
H 2.717 -5.636 10.392
H 0.903 -6.141 -1.238
N -3.552 10.835 1.430
F -3.706 5.860 1.414
H 3.155 -8.723 -2.602
C -0.792 2.335 -1.838
H -2.681 2.491 0.409
H 7.314 -1.869 2.110
H 3.236 -6.925 9.180
C 1.267 -3.393 -3.937
H 11.578 -1.914 3.222
F -0.654 -0.530 -0.274
H -8.854 -2.195 -1.606
H -3.150 8.493 -1.083
F -6.654 3.455 -0.411
H -1.891 1.088 -0.116
H 2.931 -1.598 7.625
O -4.200 1.022 -2.424
H 3.274 -5.421 6.623
H -4.926 1.705 -4.171
H -3.149 10.304 -1.155
H -8.393 -1.340 4.466
C 2.188 -3.888 8.119
H -0.206 -5.316 -0.123
H 2.960 -6.158 -2.686
F 0.706 -6.130 2.902
F -8.226 3.347 1.107
C -9.318 -2.153 0.543
C 1.234 -3.344 -1.546
H 1.694 -4.307 1.698
H 1.396 -3.521 7.463
H 11.444 -0.258 3.654
F -1.079 -2.672 0.531
F 6.268 -2.305 -1.189
H -3.850 10.641 2.356
O -6.908 1.161 2.561
H 0.395 8.872 -0.535
N -2.633 1.784 -0.352
C 2.309 5.427 -9.686
H -3.470 0.692 2.981
C -2.844 1.259 -2.681
H 4.536 -2.043 6.782
H -8.009 -3.388 -0.673
H 5.275 -7.448 -7.456
H 9.004 -1.251 3.524
C 11.525 -0.931 2.834
H 2.155 -3.338 9.026
N -9.933 -0.720 0.429
C 0.860 -5.552 -0.316
H 3.122 4.136 -8.027
C 3.101 -5.834 9.350
H 4.067 -5.308 9.134
H 4.348 4.948 -8.991
H 4.420 -5.949 -7.744
H -4.200 2.639 6.132
F -2.201 4.158 1.190
C 3.365 5.098 -8.565
H -0.519 3.635 2.925
F 4.333 -2.370 -2.449
H 2.462 -3.036 1.080
N 2.502 6.903 -9.954
C -6.936 3.121 0.911
H -9.836 -2.159 4.788
C 4.185 -7.727 -5.006
O -9.399 -2.013 2.855
O -7.558 0.765 0.258
H -2.037 2.777 4.858
H -0.275 3.100 -1.240
O 10.462 -0.867 1.892
H -8.155 -3.341 1.741
C 8.680 -3.011 1.110
H 4.741 -8.550 -5.347
H 4.198 6.952 -5.937
H 2.865 -6.898 7.213
C 4.549 -7.334 -3.597
F -3.979 4.272 -0.239
H 2.297 3.655 -10.800
F -2.270 5.710 -0.426
F -2.055 -0.795 1.469
C -2.307 2.239 -1.678
N 3.716 -6.021 -3.334
H 7.944 -3.538 0.487
H 4.377 -5.317 -2.942
C 8.189 -1.627 1.536
C 4.165 5.952 -6.466
H 1.314 5.353 -9.253
H -2.540 11.043 1.560
C 3.465 -2.355 6.929
H -0.472 1.286 -1.618
H 8.756 -3.547 2.038
H 2.644 -4.496 -0.606
C -8.499 -2.299 1.803
H 3.314 6.968 -10.568
C -5.071 1.865 -3.106
O 3.394 6.155 -7.676
S -6.596 1.387 1.183
B 4.961 -2.938 -1.283
C -8.416 -2.355 -0.660
H -10.384 -0.721 -0.522
H 2.872 -2.211 6.029
H 2.005 5.034 -11.873
F 5.036 -4.314 -1.369
H -3.485 1.247 -0.322
H 0.139 -3.211 -1.521
H 3.099 -7.986 -4.977
H 1.750 -3.858 -4.775
H -3.569 8.690 1.323
H 2.674 7.388 -9.048
H 1.429 -2.338 -3.939
H 4.919 -9.278 -2.526
O -1.766 2.009 3.063
```

As for the energy: -5264.9982 a.u. As for the net charge: +4. Its orbital gap is 9.39 eV.

(6)
A molecular structure, CHBrFI in a non-equilibrium geometry. Source: the Open Molecules 2025 dataset; level of theory: ωB97M-V/def2-TZVPD.

XYZ file:
```
5
Properties=species:S:1:pos:R:3
F 0.312 -0.443 -1.451
H 1.818 -0.833 1.463
Br -0.020 2.013 -0.141
C -0.144 0.033 -0.300
I -1.966 -0.770 0.428
```

As for the energy: -3010.0938 a.u. Its orbital gap (spin up / spin down) is 8.38 / 8.95 eV.

(7)
A single C2H4FNO2 molecule in a non-equilibrium geometry. Source: the Open Molecules 2025 dataset; level of theory: ωB97M-V/def2-TZVPD.

XYZ file:
```
10
Properties=species:S:1:pos:R:3
C 0.390 -0.826 -0.711
O 1.097 1.198 1.205
H -0.145 -1.365 -1.495
N -0.018 0.837 1.225
H 1.291 -0.583 -1.147
H -0.362 1.217 -0.845
O -0.853 0.880 2.042
C -0.455 0.292 -0.211
F -1.761 -0.103 0.051
H 0.816 -1.547 -0.115
```

As for the energy: -383.5815 a.u. Its orbital gap is 11.62 eV.

(8)
A molecular structure, C31H28MnN9O4P. Source: the Open Molecules 2025 dataset; level of theory: ωB97M-V/def2-TZVPD.

XYZ file:
```
74
Properties=species:S:1:pos:R:3
C 2.708 3.247 -0.746
N -0.667 -1.219 -2.090
N 1.048 0.002 0.930
N -1.321 -3.174 -1.299
H 2.959 1.252 -3.184
O -1.581 1.685 1.654
H -0.012 -3.583 2.433
C 1.072 -1.320 0.972
C -3.686 0.467 3.116
H 2.781 5.176 -1.667
N 1.345 2.925 -1.109
C 3.386 2.290 -0.007
H -0.624 -5.135 -0.985
H -2.434 -0.803 -3.211
C -1.912 -1.493 -2.571
H -2.336 -4.845 -0.625
H 4.818 -0.775 -3.378
P 1.254 -2.436 -0.459
H 0.883 1.478 2.468
H 1.014 -3.133 3.799
H -3.249 -3.249 -2.222
H -0.665 5.617 -2.801
N 0.765 3.828 -1.749
H 1.757 -3.712 2.297
H 5.082 -2.973 -2.369
C 3.894 -0.712 -2.830
O -6.076 -1.778 5.580
C -1.197 2.330 -1.950
N 1.004 -1.754 2.255
C 2.267 -1.350 -1.504
O -1.658 -0.003 0.183
H -4.240 3.288 -3.187
H 4.295 -3.198 -0.800
C -2.923 -0.197 2.163
H 5.223 1.775 0.966
H 5.121 5.592 -0.975
C 4.698 2.523 0.386
C 0.938 -3.130 2.715
C -3.199 3.374 -2.895
H 0.838 -0.724 4.126
C -3.794 -2.314 2.923
H -1.096 -4.256 0.483
C -1.336 -4.425 -0.565
C -2.540 2.284 -2.341
H -3.860 -3.390 2.877
C -1.217 4.692 -2.692
N 1.955 -0.129 -1.900
C 4.636 4.663 -0.705
C -4.547 -1.620 3.854
C -1.984 0.587 1.257
H -2.406 -2.069 1.293
C -2.335 -2.697 -2.087
C 2.960 0.279 -2.723
N -5.421 -2.394 4.769
C -0.595 3.574 -2.138
N 3.446 -1.747 -2.057
H 3.537 -3.836 -2.273
H -3.102 1.365 -2.195
H 2.879 1.372 0.257
H -3.606 1.543 3.186
C -4.519 -0.243 3.968
H -5.130 0.248 4.710
C -0.332 -2.236 -1.326
Mn 0.013 0.949 -0.862
C 5.326 3.707 0.036
C 0.928 -0.644 3.057
C 4.123 -3.017 -1.859
C -2.540 4.588 -3.080
H -3.057 5.436 -3.510
C -2.988 -1.583 2.066
H 6.349 3.891 0.339
C 3.328 4.440 -1.096
O -5.399 -3.605 4.678
C 0.958 0.433 2.225
```

As for the energy: -3484.1899 a.u. The multiplicity is 6. Its orbital gap (spin up / spin down) is 6.72 / 7.87 eV.

It is found that the relative energy (zero: lowest compared OMol25 entry of this formula, charge and spin) values, taken in the order of the records, are 0.3601; 35.1797; 4.1630; 0.1376; 0.0000; 4.1674; 3.7547; 0.3460 eV.